Entry 1:
12
Properties=species:S:1:pos:R:3:forces:R:3:mulliken_charge:R:1 method="wB97M-V/def2-TZVPD" e_homo_ev=-9.40 e_above_lowest_kj_mol=297.5 smiles=Cc1nonc1N orbital_gap_ev=10.111
H 0.6712 -1.5200 -1.2053 0.15 -0.52 -0.15 0.235
C 0.4949 0.3624 -0.6691 0.66 2.66 -0.07 0.674
H 1.0147 -0.3442 -2.4680 -1.15 -0.90 2.16 0.287
N 1.0038 1.5375 -0.9418 0.41 -0.02 0.25 -0.491
N 0.4834 -0.6090 -1.5666 1.00 -1.00 -3.83 -0.481
H -1.5854 -1.1071 0.3617 -0.16 0.40 0.64 0.312
C -0.1261 0.3997 0.5713 -0.74 1.04 1.71 0.527
N 0.0349 1.6160 1.0571 -0.20 -0.99 0.37 -0.486
H -1.5029 -0.3939 2.1044 0.49 -0.28 -1.27 0.316
H -0.2976 -1.5533 1.4212 -0.06 0.28 0.19 0.305
C -0.9475 -0.7004 1.1718 0.04 -0.15 0.34 -1.176
O 0.7567 2.3124 0.1632 -0.44 -0.52 -0.36 -0.022

***

Entry 2:
12
Properties=species:S:1:pos:R:3:forces:R:3:mulliken_charge:R:1 method="wB97M-V/def2-TZVPD" e_homo_ev=-7.85 e_above_lowest_kj_mol=115.7 smiles=Nc1nc(O)c[nH]1 orbital_gap_ev=8.614
H -1.2731 -0.8073 1.4893 1.35 -0.18 0.07 0.215
H -2.3646 0.5653 -0.1706 0.05 -0.15 0.11 0.395
H 1.2267 -1.3256 2.0557 0.26 -0.17 0.31 0.253
N 1.7020 -0.9735 1.2407 -0.56 0.08 -0.08 -0.484
C 0.7288 -0.3320 0.4523 -1.50 -0.15 0.35 0.219
C -0.3512 0.8191 -0.9975 -0.20 -0.60 -0.10 0.431
N 0.9133 0.4093 -0.6130 -0.46 -0.46 0.14 -0.578
N -0.6594 -0.3853 0.7918 0.75 0.37 -0.13 -0.092
O -0.7042 1.2585 -2.2355 0.29 0.48 -0.22 -0.508
H 2.2299 -1.7358 0.8126 -0.34 0.55 -0.21 0.247
H -0.2531 2.0630 -2.5019 0.31 0.07 0.13 0.360
C -1.3007 0.4016 -0.1343 0.04 0.18 -0.36 -0.458

***

Entry 3:
12
Properties=species:S:1:pos:R:3:forces:R:3:mulliken_charge:R:1 method="wB97M-V/def2-TZVPD" e_homo_ev=-9.25 e_above_lowest_kj_mol=209.4 smiles=Nc1conc1N orbital_gap_ev=9.983
N 0.0739 -1.8637 0.2649 -0.26 0.34 0.03 -0.512
H -2.2082 0.2540 -0.1075 0.04 -0.07 0.13 0.233
C 0.5435 0.3278 -0.1399 0.13 -0.26 -0.02 0.484
H -2.3159 -1.2665 0.5801 0.07 0.10 -0.01 0.271
N -1.7706 -0.4159 0.5117 -0.02 -0.06 -0.10 -0.499
N 0.4127 1.7346 -0.2738 -0.10 -0.10 0.09 -0.660
H -0.3792 1.9959 -0.8509 0.13 -0.02 0.05 0.253
H 0.3034 2.1752 0.6335 -0.02 0.01 -0.12 0.259
C 1.6684 -0.4163 -0.2745 -0.05 0.13 0.01 -0.324
H 2.6887 -0.1597 -0.5275 -0.17 -0.01 0.05 0.446
C -0.4394 -0.6613 0.2083 0.08 -0.13 -0.03 0.214
O 1.4228 -1.7041 -0.0243 0.18 0.06 -0.07 -0.166

***

Entry 4:
12
Properties=species:S:1:pos:R:3:forces:R:3:mulliken_charge:R:1 method="wB97M-V/def2-TZVPD" e_homo_ev=-8.90 e_above_lowest_kj_mol=314.9 orbital_gap_ev=9.679
H -1.8047 2.1372 -0.8051 -1.36 4.17 0.50 0.252
N 1.7274 0.4827 1.5295 0.83 -1.00 0.33 -0.498
H 0.4016 -0.7488 2.4272 -0.11 0.31 -1.63 0.296
N -0.4488 -0.5740 -0.5491 -1.15 0.85 -2.17 -0.086
O 1.0783 -2.1502 -0.3408 0.88 -0.11 0.93 -0.582
H 2.4036 0.6048 0.7526 -1.20 0.04 -0.08 0.261
H -1.6224 0.8930 -1.9162 -0.48 0.11 -1.20 0.167
C 0.5728 -1.1748 0.1600 -0.75 -1.13 -1.52 0.511
H -0.6473 -0.8886 -1.5906 0.80 0.21 2.55 0.310
N -1.6110 1.2448 -0.9837 0.10 -2.74 -1.73 -0.158
C 0.8680 -0.4504 1.4328 1.23 0.64 1.82 -0.048
C -0.9174 0.6242 -0.1166 1.22 -1.36 2.20 -0.425

***

Entry 5:
12
Properties=species:S:1:pos:R:3:forces:R:3:mulliken_charge:R:1 method="wB97M-V/def2-TZVPD" e_homo_ev=-8.32 e_above_lowest_kj_mol=620.9 orbital_gap_ev=8.483
C -0.1110 -0.4646 -0.7854 -3.03 -1.24 -1.79 0.590
H -1.8655 -0.6768 -2.0472 3.43 -1.48 0.82 0.293
H 0.7451 -2.0400 0.4834 0.34 -0.04 0.19 0.306
O -0.2446 2.0684 1.2211 2.25 6.58 0.22 -0.535
C 0.4976 -0.9982 0.3875 1.30 -0.90 -0.68 -0.840
C 0.7681 0.1062 1.2404 1.04 -2.59 -1.16 -0.124
H 1.5787 0.3614 2.1124 -2.93 -0.72 -2.30 0.264
N -0.4353 0.8020 -0.6489 0.72 -0.51 0.86 -0.828
H -0.7318 -2.1368 -1.5995 -1.14 3.12 -1.94 0.281
N 0.0816 0.9851 0.5208 1.45 5.13 3.18 0.830
N -0.8020 -1.0553 -1.9551 -0.32 -2.90 2.46 -0.586
H 0.5191 3.0487 1.0703 -3.11 -4.43 0.14 0.350

***

Entry 6:
12
Properties=species:S:1:pos:R:3:forces:R:3:mulliken_charge:R:1 method="wB97M-V/def2-TZVPD" e_homo_ev=-8.78 e_above_lowest_kj_mol=268.0 orbital_gap_ev=9.559
H -0.9036 -0.8097 -1.8660 -0.18 -0.99 -0.26 0.231
N -0.7507 0.1025 0.7137 -2.82 0.11 -0.58 0.038
H -0.2484 -2.0581 -0.6703 0.11 0.13 -1.53 0.283
N 0.8405 -0.3591 -1.0271 0.78 2.07 1.39 -0.475
O 1.1860 1.1830 0.6432 -1.08 0.32 0.28 -0.329
N -0.6791 0.9993 1.8088 -1.89 -0.09 0.27 -0.612
C 0.4242 1.5993 1.7235 1.96 -0.63 -0.68 0.164
H -1.7126 -0.0961 0.1909 2.73 0.83 2.00 0.321
H 0.9472 2.2689 2.4546 -1.02 -0.70 -0.89 0.348
C 0.3568 0.2663 -0.0432 3.14 0.02 -0.33 0.531
H 0.5353 -1.7380 -2.3921 -0.40 -1.01 -0.18 0.270
C 0.0044 -1.3582 -1.5359 -1.33 -0.06 0.53 -0.769

***

Entry 7:
12
Properties=species:S:1:pos:R:3:forces:R:3:mulliken_charge:R:1 method="wB97M-V/def2-TZVPD" e_homo_ev=-9.63 e_above_lowest_kj_mol=513.9 smiles=COn1cncn1 orbital_gap_ev=10.457
H 2.4886 1.7365 -0.1026 0.33 -1.09 0.17 0.357
H -2.9063 0.2544 -0.3808 0.82 -0.13 0.78 0.226
N 0.1290 -0.3644 -0.1442 9.31 4.37 0.99 0.583
H -1.4316 1.2681 0.2320 -2.05 -2.29 1.29 0.342
N 2.3810 -0.4764 0.1708 -2.38 -0.64 -1.72 -0.580
H 0.8490 -2.2776 -0.3289 2.01 2.02 1.37 0.282
H -2.2413 -0.3899 1.2474 0.70 1.41 -1.33 0.214
N 0.5867 0.9913 -0.3061 3.09 -3.23 1.19 -0.556
C -2.0057 0.2020 0.2850 0.90 1.28 -1.02 -0.443
O -1.0149 -0.5348 -0.5396 -7.53 -2.79 -1.76 -0.360
C 1.9362 0.7809 -0.1023 -2.53 1.87 0.42 -0.075
C 1.2294 -1.1902 -0.0307 -2.68 -0.77 -0.38 0.010

***

Entry 8:
12
Properties=species:S:1:pos:R:3:forces:R:3:mulliken_charge:R:1 method="wB97M-V/def2-TZVPD" e_homo_ev=-8.44 e_above_lowest_kj_mol=437.7 orbital_gap_ev=8.787
H 2.9136 -1.1049 0.5662 -2.25 1.42 -1.21 0.284
H -1.5950 0.9598 -0.1466 -1.46 1.09 -0.23 0.367
N 0.4648 0.8645 -0.2607 2.42 0.16 1.46 -0.421
C 1.7379 0.8020 0.1165 -1.79 -3.19 -2.90 -0.077
C -2.2634 0.1059 -0.0388 1.40 0.50 1.64 -0.609
N -1.2307 -0.9141 0.1739 3.97 0.16 -2.27 -0.486
N 2.1606 -0.5620 -0.0091 1.82 0.40 1.38 -0.122
H 2.5591 1.5170 0.0460 -0.69 0.28 0.59 0.312
C 0.0098 -0.4979 -0.1951 -6.66 1.94 2.31 0.555
H -2.8874 -0.0531 -0.9085 -0.10 -0.23 -0.09 0.219
O 0.9979 -1.3109 -0.2491 2.98 -2.44 0.36 -0.225
H -2.8673 0.1937 0.9054 0.37 -0.09 -1.04 0.203

***

Entry 9:
12
Properties=species:S:1:pos:R:3:forces:R:3:mulliken_charge:R:1 method="wB97M-V/def2-TZVPD" e_homo_ev="-8.60 / -8.60" e_above_lowest_kj_mol=635.7 orbital_gap_ev="8.057 / 8.058"
H -0.2348 -0.5974 2.0288 -0.01 0.06 -0.03 0.333
H 0.1341 1.1176 1.8572 -0.03 0.02 -0.02 0.305
H 0.3044 -1.3172 -2.4719 0.61 1.76 0.01 0.262
C 0.5251 0.1131 1.7025 -0.54 0.00 -0.07 -1.080
N -1.4342 1.1507 -0.5656 0.94 -1.45 0.17 -0.644
C 0.8040 -0.0889 0.2472 2.79 -1.71 0.06 0.774
O 1.8598 -0.0302 -0.3117 -1.36 0.52 0.27 -0.480
N -0.3776 -0.7654 -1.9408 -0.90 -1.27 -0.86 -0.482
H -1.8769 1.5290 -1.3990 0.61 0.24 -0.13 0.283
C -0.7342 0.1146 -0.8185 -2.05 -0.02 -1.96 0.723
N -0.4041 -1.2059 -0.6136 -0.12 1.85 2.76 -0.326
H 1.4343 -0.0200 2.2855 0.06 0.00 -0.20 0.333

***

Entry 10:
12
Properties=species:S:1:pos:R:3:forces:R:3:mulliken_charge:R:1 method="wB97M-V/def2-TZVPD" e_homo_ev=-10.13 e_above_lowest_kj_mol=383.8 smiles=Cc1nonc1N orbital_gap_ev=10.846
N 0.1085 -1.8824 -0.1790 -0.13 -0.76 0.47 -0.462
C 0.3602 -0.6234 -0.0025 3.08 -0.01 -1.16 0.561
H -1.0259 2.0594 0.6138 0.35 -1.49 -2.18 0.295
H 1.7754 0.7870 -0.7486 0.43 -0.68 -0.20 0.305
N -1.7849 -0.7746 0.1759 -0.06 -0.68 -1.67 -0.377
H -2.2536 1.5304 -0.3008 2.09 -1.12 -0.30 0.335
C 1.7255 -0.0282 -0.0146 -1.21 -1.87 -2.57 -1.272
N -1.1850 1.4096 -0.2589 -0.85 2.50 3.15 -0.601
C -0.7891 0.0757 0.0128 -5.73 1.01 0.84 0.508
H 2.3528 -0.9048 -0.0711 0.88 0.20 -0.93 0.371
O -1.2475 -2.0197 -0.0995 0.59 1.22 1.03 -0.035
H 1.9634 0.3710 0.8725 0.56 1.68 3.53 0.371

***

Please write out number 5 again, unchanged.
12
Properties=species:S:1:pos:R:3:forces:R:3:mulliken_charge:R:1 method="wB97M-V/def2-TZVPD" e_homo_ev=-8.32 e_above_lowest_kj_mol=620.9 orbital_gap_ev=8.483
C -0.1110 -0.4646 -0.7854 -3.03 -1.24 -1.79 0.590
H -1.8655 -0.6768 -2.0472 3.43 -1.48 0.82 0.293
H 0.7451 -2.0400 0.4834 0.34 -0.04 0.19 0.306
O -0.2446 2.0684 1.2211 2.25 6.58 0.22 -0.535
C 0.4976 -0.9982 0.3875 1.30 -0.90 -0.68 -0.840
C 0.7681 0.1062 1.2404 1.04 -2.59 -1.16 -0.124
H 1.5787 0.3614 2.1124 -2.93 -0.72 -2.30 0.264
N -0.4353 0.8020 -0.6489 0.72 -0.51 0.86 -0.828
H -0.7318 -2.1368 -1.5995 -1.14 3.12 -1.94 0.281
N 0.0816 0.9851 0.5208 1.45 5.13 3.18 0.830
N -0.8020 -1.0553 -1.9551 -0.32 -2.90 2.46 -0.586
H 0.5191 3.0487 1.0703 -3.11 -4.43 0.14 0.350